No. 1
76
Properties=species:S:1:pos:R:3:forces:R:3:lowdin_charge:R:1 method="wB97M-V/def2-TZVPD" lumo_ev=2.454 gap_ha=0.2341 e_above_lowest_kcal_mol=10.46 total_energy_ha=-2791.28342 total_charge=-1 homo_energy_ev=-3.9157
Pd -2.158 -0.791 -0.452 -0.10 -0.29 -0.07 0.657
O -1.523 -1.584 1.283 0.00 -0.02 0.03 -0.233
C -2.355 -1.986 2.188 0.01 -0.02 -0.02 -0.329
C -1.796 -2.328 3.454 -0.01 0.00 0.02 -0.018
C -2.563 -2.707 4.523 0.01 0.01 -0.01 -0.100
C -3.959 -2.786 4.422 -0.01 0.00 0.00 -0.126
C -4.530 -2.486 3.212 -0.01 0.01 0.00 -0.079
C -3.781 -2.110 2.081 -0.01 0.05 0.02 -0.137
C -4.549 -1.919 0.868 0.11 -0.19 0.00 -0.102
N -4.044 -1.811 -0.296 -0.15 0.47 0.06 -0.054
C -4.868 -1.564 -1.474 0.01 -0.08 0.01 -0.198
C -3.947 -1.056 -2.592 0.00 0.02 0.00 -0.212
N -3.089 -0.030 -2.020 0.05 -0.02 -0.08 -0.170
C -3.161 1.192 -2.408 -0.01 0.00 0.04 -0.103
C -2.661 2.341 -1.715 -0.01 -0.05 0.03 -0.158
C -2.418 3.512 -2.460 0.00 0.00 0.01 -0.081
C -2.069 4.696 -1.865 0.00 -0.01 0.01 -0.132
C -2.013 4.739 -0.455 0.00 0.00 -0.02 -0.121
C -2.288 3.640 0.307 0.00 -0.02 -0.01 -0.039
C -2.615 2.360 -0.268 0.02 0.05 -0.02 -0.411
O -2.879 1.370 0.468 -0.02 0.03 -0.02 -0.113
H -0.720 -2.250 3.542 -0.01 0.00 0.01 0.092
H -2.077 -2.937 5.465 0.00 0.00 0.00 0.097
H -4.566 -3.073 5.270 0.00 0.00 0.00 0.086
H -5.609 -2.545 3.101 0.00 0.00 0.00 0.099
H -5.639 -1.914 0.997 -0.01 -0.06 -0.02 0.127
H -5.643 -0.820 -1.260 0.02 0.01 0.00 0.119
H -5.354 -2.489 -1.798 -0.01 0.01 0.02 0.115
H -4.535 -0.663 -3.428 0.01 0.00 0.00 0.113
H -3.318 -1.876 -2.943 0.00 -0.01 0.01 0.103
H -3.716 1.375 -3.334 0.00 0.00 0.00 0.130
H -2.497 3.457 -3.542 0.00 -0.01 0.00 0.103
H -1.855 5.576 -2.456 0.00 0.00 0.01 0.082
H -1.748 5.669 0.037 0.00 0.00 -0.01 0.095
H -2.248 3.684 1.389 0.00 -0.01 0.00 0.107
C 4.207 -1.190 -3.030 -0.01 0.01 0.00 -0.229
Si 3.514 0.337 -2.164 0.00 0.00 0.00 0.300
C 4.979 1.285 -1.434 0.00 -0.02 -0.01 -0.225
C 2.720 1.428 -3.475 0.01 -0.01 0.00 -0.232
Si 1.939 -0.308 -0.557 0.08 -0.02 0.00 -0.019
Te 0.018 -1.124 -1.901 0.06 0.11 0.01 0.417
Si 2.829 -2.092 0.666 0.02 0.00 -0.01 0.318
C 2.789 -3.672 -0.356 -0.02 0.02 0.00 -0.231
C 4.626 -1.779 1.170 -0.02 0.02 -0.01 -0.223
C 1.790 -2.367 2.206 0.01 -0.04 0.00 -0.224
Si 1.507 1.528 0.824 -0.05 0.03 0.00 0.338
C 0.101 1.251 2.025 0.07 -0.03 -0.01 -0.201
C 1.193 3.036 -0.255 0.05 -0.02 -0.02 -0.213
C 3.060 1.860 1.856 -0.04 -0.01 0.03 -0.219
H 4.861 -0.906 -3.859 0.00 0.00 0.00 0.022
H 3.393 -1.801 -3.427 0.00 0.00 0.00 0.023
H 4.785 -1.810 -2.340 0.00 0.00 0.01 0.010
H 5.735 1.462 -2.205 0.00 0.01 0.00 0.023
H 5.451 0.736 -0.616 -0.01 0.00 -0.01 0.012
H 4.662 2.255 -1.046 -0.01 0.02 0.01 0.013
H 3.449 1.714 -4.239 0.00 0.00 0.00 0.023
H 2.305 2.337 -3.035 0.00 0.00 0.00 0.013
H 1.898 0.893 -3.953 0.00 0.01 0.00 0.004
H 3.397 -3.583 -1.259 0.01 0.01 0.00 0.011
H 1.763 -3.880 -0.668 0.01 0.00 0.00 0.008
H 3.159 -4.519 0.228 0.00 0.00 0.00 0.023
H 5.268 -1.704 0.288 0.00 0.00 0.00 0.011
H 5.005 -2.595 1.792 0.00 -0.01 0.00 0.022
H 4.727 -0.849 1.733 0.00 0.01 0.01 0.011
H 0.740 -2.434 1.912 0.01 0.00 -0.01 0.005
H 1.887 -1.535 2.908 0.01 0.02 0.00 0.022
H 2.073 -3.288 2.725 0.00 0.00 -0.01 0.030
H -0.860 1.123 1.524 -0.02 0.02 0.00 -0.003
H 0.030 2.110 2.701 -0.02 0.00 0.01 0.033
H 0.278 0.354 2.624 -0.01 0.02 0.01 0.015
H 0.390 2.850 -0.973 0.00 -0.01 0.00 0.023
H 2.099 3.289 -0.814 -0.01 0.01 -0.01 0.013
H 0.906 3.905 0.341 0.01 -0.01 0.02 0.027
H 3.234 1.042 2.560 0.01 0.00 0.00 0.015
H 2.928 2.777 2.439 0.00 0.00 0.00 0.025
H 3.955 1.974 1.243 0.03 0.00 -0.03 0.004


No. 2
10
Properties=species:S:1:pos:R:3:forces:R:3:lowdin_charge:R:1 method="wB97M-V/def2-TZVPD" lumo_ev=0.420 gap_ha=0.3792 e_above_lowest_kcal_mol=7.21 total_energy_ha=-3143.64049 smiles=c1cnsc1.Br homo_energy_ev=-9.8972
C 0.331 -0.009 -0.063 0.40 0.38 -0.74 -0.160
C -0.959 -0.015 0.553 1.27 0.72 -2.77 -0.305
N -1.737 0.981 0.211 -0.08 0.73 0.44 -0.386
S -0.931 2.135 -0.671 1.00 -1.62 0.23 0.963
C 0.505 1.147 -0.805 -1.74 -0.64 2.05 -0.375
H 1.063 -0.852 -0.103 -0.74 0.98 0.48 0.117
H -1.331 -0.911 0.916 -1.03 -1.18 1.36 0.043
H 1.461 1.453 -1.069 1.29 0.78 -1.22 0.040
Br -4.180 -0.876 1.039 -0.41 -0.26 0.04 0.347
H -3.602 -0.051 0.033 0.06 0.10 0.14 -0.285


No. 3
51
Properties=species:S:1:pos:R:3:forces:R:3:lowdin_charge:R:1 method="wB97M-V/def2-TZVPD" lumo_ev=1.596 gap_ha=0.1753 total_energy_ha=-1918.72369 total_charge=-1 homo_energy_ev=-3.1733
C 2.681 -5.159 1.696 -0.34 0.07 0.09 -0.081
C 2.257 -4.411 0.443 -0.08 -0.22 -0.01 -0.266
O 3.124 -3.358 0.055 0.08 -0.14 0.06 -0.162
C 3.347 -2.393 1.062 0.05 0.32 -0.01 -0.241
C 2.087 -1.704 1.586 0.18 0.15 0.03 -0.183
C 1.044 -1.349 0.521 -0.16 0.04 0.04 -0.203
C -0.409 -1.400 1.046 -0.02 -0.30 -0.18 -0.308
C -1.295 -2.458 0.347 -0.31 0.17 0.28 -0.351
In -2.559 -3.578 1.805 0.41 0.12 0.09 0.232
P -4.743 -4.128 0.571 -0.46 0.04 -0.34 0.568
O -4.373 -5.643 -0.113 -0.04 0.19 -0.09 -0.457
O -5.813 -4.627 1.763 0.08 0.17 -0.01 -0.449
H 2.041 -6.039 1.789 0.12 -0.07 -0.02 0.078
H 2.488 -4.565 2.592 0.19 -0.01 0.00 0.067
H 3.727 -5.462 1.662 0.02 -0.02 0.00 0.076
H 1.229 -4.055 0.579 0.05 0.08 -0.01 0.101
H 2.247 -5.099 -0.403 0.02 0.06 -0.05 0.120
H 4.011 -1.648 0.617 -0.02 -0.08 -0.16 0.117
H 3.896 -2.837 1.901 0.00 -0.01 0.02 0.107
H 1.646 -2.301 2.388 -0.14 -0.07 -0.12 0.102
H 2.425 -0.773 2.055 -0.01 -0.10 0.22 0.111
H 1.268 -0.354 0.127 0.05 -0.02 -0.06 0.092
H 1.126 -2.038 -0.320 0.08 0.06 0.00 0.093
H -0.881 -0.424 0.926 -0.01 0.01 0.13 0.074
H -0.387 -1.596 2.123 0.10 0.13 0.03 0.060
H -0.688 -3.146 -0.246 -0.01 -0.03 -0.02 0.004
H -1.992 -1.965 -0.337 0.11 -0.03 -0.14 0.013
H -1.684 -5.053 2.329 -0.11 0.00 -0.08 -0.144
H -2.858 -2.519 3.199 -0.07 -0.07 -0.05 -0.131
H -3.428 -5.655 -0.271 0.24 -0.28 0.13 -0.020
H -5.343 -4.719 2.592 0.03 -0.23 0.27 -0.013
C -0.529 3.345 -1.723 -0.02 -0.06 -0.04 -0.064
C -0.270 1.878 -1.995 -0.01 -0.04 0.14 -0.309
O -0.943 1.243 -0.930 -0.20 0.08 -0.18 0.120
C -1.960 2.059 -0.525 0.13 0.05 0.02 -0.537
O -2.855 1.745 0.176 0.02 0.00 0.05 0.199
O -1.795 3.301 -1.063 0.02 0.02 -0.03 0.066
F 1.049 1.572 -1.947 0.01 0.01 0.07 0.074
H 0.224 3.757 -1.050 0.08 -0.07 -0.01 0.129
H -0.592 3.949 -2.622 -0.13 0.01 0.01 0.128
H -0.678 1.510 -2.938 0.11 -0.03 -0.05 0.173
C 0.708 8.521 -2.216 0.00 0.08 0.01 -0.050
C -0.411 7.520 -2.426 0.09 -0.08 0.01 -0.310
O 0.149 6.330 -1.908 -0.12 0.18 0.18 0.107
C 1.078 6.674 -0.965 0.06 0.00 -0.09 -0.539
O 1.552 5.926 -0.183 0.03 -0.03 -0.04 0.196
O 1.364 7.995 -1.060 -0.03 0.02 -0.03 0.074
F -0.707 7.342 -3.735 0.06 -0.03 -0.03 0.076
H 1.394 8.511 -3.064 -0.05 -0.04 -0.05 0.144
H 0.364 9.533 -2.028 0.02 -0.02 0.14 0.139
H -1.332 7.745 -1.885 -0.07 0.01 -0.09 0.176


No. 4
4
Properties=species:S:1:pos:R:3:forces:R:3:lowdin_charge:R:1 method="wB97M-V/def2-TZVPD" lumo_ev="-1.675 / -1.675" gap_ha="0.2962 / 0.2962" e_above_lowest_kcal_mol=40.01 total_energy_ha=-3188.62087 homo_energy_ev="-9.7348 / -9.7353"
N -1.083 -0.065 -0.405 -0.01 -0.65 -0.94 -0.468
F -1.011 -1.135 0.517 -0.16 0.75 0.31 -0.219
Cl 0.039 0.992 -0.032 -1.75 0.43 1.08 0.474
Br 2.055 0.208 -0.079 1.92 -0.54 -0.45 0.214


No. 5
141
Properties=species:S:1:pos:R:3:forces:R:3:lowdin_charge:R:1 method="wB97M-V/def2-TZVPD" lumo_ev=0.298 gap_ha=0.3560 e_above_lowest_kcal_mol=34.76 total_energy_ha=-2366.96302 homo_energy_ev=-9.3896
C 3.077 -4.040 0.118 0.43 -0.49 1.27 -0.151
O 2.690 -4.702 -1.072 0.20 0.24 0.02 -0.119
H 3.053 -4.713 0.984 -0.51 -0.12 -0.06 0.083
H 4.119 -3.711 0.172 -0.06 0.40 -0.78 0.085
H 2.391 -3.225 0.332 0.06 0.08 -0.27 0.061
H 3.265 -5.465 -1.182 -0.09 -0.04 -0.14 0.098
C 3.433 -1.115 -1.951 0.36 -1.23 -0.64 -0.146
O 3.113 -0.050 -2.827 0.00 0.02 0.91 -0.130
H 2.808 -1.980 -2.197 -0.37 0.19 0.12 0.070
H 4.434 -1.511 -2.159 0.22 0.33 0.20 0.091
H 3.344 -0.939 -0.877 -0.15 0.44 -0.05 0.071
H 3.452 0.760 -2.406 -0.02 0.18 -0.48 0.046
C -4.390 -1.045 -1.938 0.37 -0.49 1.38 -0.111
O -3.061 -0.543 -1.889 -0.34 0.35 -0.70 -0.175
H -5.056 -0.391 -2.495 0.23 0.06 -0.18 0.086
H -4.431 -2.075 -2.300 0.01 0.11 -0.42 0.081
H -4.735 -1.095 -0.899 -0.42 0.08 -0.17 0.057
H -2.515 -1.066 -1.272 0.15 -0.03 0.05 0.039
C 1.939 3.227 -4.152 -0.07 0.05 -0.30 -0.033
C 0.558 3.229 -3.512 0.16 0.05 0.02 -0.484
C 0.202 4.507 -2.778 0.68 0.93 -0.44 -0.049
O -0.367 3.026 -4.571 -0.08 -0.08 0.26 -0.058
H 2.782 3.221 -3.463 -0.26 0.21 0.24 0.059
H 2.022 4.079 -4.831 0.06 0.01 -0.01 0.089
H 2.037 2.316 -4.743 -0.04 0.08 -0.09 0.051
H 0.534 2.398 -2.792 -0.20 -0.18 -0.07 0.117
H 0.134 5.332 -3.493 -0.02 -0.09 -0.19 0.095
H 0.995 4.813 -2.091 -0.05 -0.10 0.18 0.074
H -0.741 4.485 -2.232 1.27 0.29 -1.17 0.015
H -1.211 2.764 -4.170 0.04 -0.20 -0.17 0.044
C -2.067 4.226 -0.575 -0.80 -1.06 -0.12 -0.037
C -1.653 3.403 0.641 0.32 0.95 -0.10 -0.445
C -0.177 3.598 0.960 -0.85 -0.49 0.06 -0.075
O -2.454 3.871 1.731 -0.07 -0.44 0.28 -0.051
H -3.111 4.005 -0.810 -0.10 0.20 0.16 0.092
H -1.521 3.936 -1.475 -0.89 -0.60 1.30 0.025
H -1.952 5.301 -0.447 0.11 -0.02 0.30 0.101
H -1.859 2.336 0.503 0.01 0.08 -0.32 0.111
H 0.474 3.065 0.264 -1.62 0.21 0.05 0.034
H 0.096 3.215 1.949 -0.29 -0.17 0.11 0.073
H 0.090 4.656 0.983 -0.01 0.06 -0.27 0.112
H -2.120 3.385 2.496 -0.18 0.27 0.24 0.092
C 0.032 0.040 -1.244 0.44 1.17 0.73 -0.024
C -0.156 -0.835 0.009 0.22 -0.33 -1.51 -0.416
C -0.555 -0.093 1.259 -0.14 0.10 0.52 -0.017
O -1.194 -1.761 -0.344 -0.26 -0.12 0.73 -0.087
H -0.786 0.765 -1.250 -0.21 -0.21 -0.53 0.076
H 0.148 -0.509 -2.178 -0.53 -0.31 0.11 0.082
H 0.932 0.665 -1.253 0.10 -0.11 0.48 0.052
H 0.761 -1.427 0.109 0.06 0.08 0.54 0.123
H -1.564 0.319 1.177 0.12 0.17 -0.41 0.065
H 0.144 0.706 1.507 0.01 0.15 -0.20 0.078
H -0.630 -0.695 2.167 0.30 -0.44 -0.24 0.059
H -0.759 -2.445 -0.882 -0.03 -0.38 -0.20 0.045
C 0.506 -0.041 -5.210 -0.19 -0.34 0.10 -0.047
C 1.618 -0.845 -5.888 -0.03 1.00 0.41 -0.458
C 2.745 0.062 -6.378 -0.18 0.06 -0.36 -0.055
O 2.157 -1.803 -4.983 -0.12 -0.52 0.00 -0.070
H -0.008 0.658 -5.870 0.11 -0.09 -0.14 0.086
H 0.868 0.557 -4.371 0.21 -0.13 -0.02 0.051
H -0.233 -0.741 -4.812 -0.09 0.05 -0.01 0.068
H 1.182 -1.401 -6.718 0.11 -0.14 0.01 0.134
H 3.339 -0.446 -7.139 0.22 -0.03 0.19 0.074
H 3.366 0.351 -5.530 0.10 -0.09 -0.02 0.070
H 2.377 0.986 -6.830 -0.17 -0.06 -0.02 0.077
H 2.420 -1.333 -4.180 0.02 0.25 -0.31 0.034
C -3.867 -0.241 2.862 0.07 -0.42 0.06 -0.070
C -4.593 0.604 1.832 -0.63 0.24 0.53 -0.485
C -5.982 0.033 1.572 0.29 -0.68 -0.99 -0.056
O -4.771 1.920 2.346 0.22 0.22 -0.12 -0.043
H -4.422 -0.244 3.802 -0.11 0.12 -0.04 0.093
H -2.858 0.089 3.107 -0.09 0.25 -0.29 0.050
H -3.801 -1.285 2.539 0.06 -0.01 -0.10 0.080
H -4.035 0.656 0.891 0.03 -0.10 -0.07 0.124
H -6.501 -0.270 2.480 0.04 0.15 0.07 0.083
H -5.849 -0.847 0.931 -0.11 -0.24 0.35 0.058
H -6.619 0.673 0.962 0.11 0.40 0.29 0.082
H -4.094 2.485 1.957 0.00 0.33 0.12 0.050
C -1.751 -1.147 5.266 -0.87 -0.19 0.73 -0.062
C -0.239 -1.242 5.268 -0.74 0.02 -0.46 -0.496
C 0.328 -0.679 6.543 0.39 0.02 0.54 -0.059
O 0.158 -2.601 5.153 -0.07 -0.01 -0.05 -0.056
H -2.234 -1.498 4.354 0.30 0.05 -0.12 0.043
H -2.130 -0.150 5.503 0.25 0.18 -0.33 0.087
H -2.181 -1.770 6.059 0.27 -0.16 0.07 0.096
H 0.102 -0.732 4.358 0.34 0.42 0.28 0.120
H -0.048 -1.248 7.397 0.12 -0.31 -0.13 0.088
H 0.043 0.346 6.776 -0.05 0.10 -0.51 0.062
H 1.418 -0.737 6.535 0.00 -0.05 0.09 0.079
H -0.523 -3.043 4.613 0.36 -0.28 0.32 0.032
C 0.416 -5.022 -3.813 0.86 -0.43 -0.22 -0.038
C -0.021 -3.703 -3.223 0.91 1.03 -0.39 -0.471
C -1.405 -3.246 -3.646 0.01 -1.13 0.10 -0.033
O 0.074 -3.750 -1.796 -0.80 -0.11 0.65 -0.083
H 1.321 -5.360 -3.299 -0.21 -0.08 0.39 0.068
H 0.829 -4.937 -4.821 -0.64 0.29 -0.23 0.088
H -0.327 -5.819 -3.769 -0.11 0.10 0.02 0.086
H 0.715 -2.946 -3.517 -0.12 -0.10 -0.38 0.109
H -1.477 -3.280 -4.733 0.11 0.21 -0.03 0.090
H -1.713 -2.267 -3.284 0.13 0.00 0.10 0.059
H -2.079 -4.032 -3.287 -0.34 0.29 0.09 0.087
H 0.883 -4.219 -1.551 0.13 0.00 -0.06 0.048
C 4.402 1.876 0.765 0.07 0.24 0.39 -0.028
C 3.246 2.135 -0.194 1.00 1.52 -0.12 -0.415
C 2.436 3.395 0.067 0.45 -0.17 0.76 -0.065
O 3.822 2.313 -1.518 -0.42 -1.08 0.12 -0.089
H 5.262 2.506 0.526 0.04 -0.13 -0.32 0.087
H 4.670 0.823 0.690 0.33 0.07 0.11 0.079
H 4.213 2.131 1.811 -0.45 -0.29 -0.12 0.052
H 2.630 1.238 -0.181 -0.24 0.10 -0.53 0.111
H 1.803 3.292 0.953 1.39 0.05 -0.10 0.025
H 1.754 3.611 -0.752 0.35 -0.20 -0.17 0.051
H 3.045 4.290 0.210 0.40 -0.14 -0.05 0.110
H 4.356 3.112 -1.512 0.04 0.01 0.07 0.103
C 2.409 2.747 3.818 -0.43 -0.45 -0.90 -0.073
C 1.947 2.407 5.212 0.14 0.21 -0.19 -0.484
C 2.479 3.431 6.210 0.77 -0.74 0.77 -0.051
O 0.514 2.366 5.259 0.29 0.30 -0.12 -0.061
H 3.487 2.666 3.674 0.07 0.37 0.56 0.070
H 2.041 3.726 3.506 0.16 0.08 0.03 0.092
H 2.044 2.009 3.096 -0.39 0.03 0.07 0.068
H 2.291 1.388 5.421 0.26 0.12 0.33 0.127
H 1.838 4.300 6.349 -0.08 0.00 -0.30 0.087
H 3.491 3.752 5.959 -0.12 0.18 -0.29 0.079
H 2.633 2.956 7.185 -0.37 0.08 0.11 0.079
H 0.308 2.541 6.182 -0.37 -0.06 -0.06 0.075
C 0.014 -4.334 1.901 -0.33 0.25 -0.55 -0.041
C -1.397 -3.879 2.341 1.31 -0.74 -0.18 -0.461
C -2.471 -4.472 1.449 0.14 0.52 0.04 -0.038
O -1.537 -4.265 3.715 -0.68 -0.04 -0.29 -0.068
H 0.791 -4.011 2.593 -0.08 0.30 -0.01 0.081
H 0.199 -3.967 0.889 0.17 0.16 0.10 0.051
H 0.114 -5.421 1.818 -0.37 -0.08 0.17 0.089
H -1.459 -2.790 2.320 0.02 -0.04 0.02 0.111
H -3.426 -4.026 1.727 -0.18 -0.34 -0.07 0.080
H -2.484 -5.562 1.508 -0.15 -0.01 0.17 0.085
H -2.253 -4.209 0.412 -0.05 0.05 0.00 0.073
H -1.501 -5.228 3.697 0.01 0.00 0.39 0.103
O -2.615 1.678 -3.497 -0.09 0.15 0.04 -0.049
H -3.515 1.860 -3.781 0.02 0.03 -0.01 0.051
H -2.686 0.910 -2.901 0.05 -0.12 0.03 0.006